The following is a quantum chemistry calculation of a structure of composition C22H26ClOP2Sn at a distorted geometry, from the Open Molecules 2025 dataset.

Total charge: +3
Calculated total energy, Ha: -2285.2066
2S+1: 1
Lowest unoccupied orbital energy (alpha / beta), eV: -13.84 / -13.48
Maximum force, eV/Å: 4.1
M, g/mol: 522.6
HOMO energy (alpha / beta), eV: -17.7517 / -17.7060

Positions of all 53 atoms, in Å:
Sn1 0.260 -0.222 0.658
Cl1 0.461 1.212 2.638
C1 -0.822 -0.803 -2.123
O1 -0.427 -0.830 -3.198
P1 1.747 1.569 -0.678
C2 3.528 1.268 -0.352
C3 1.677 1.809 -2.499
C4 1.391 3.233 -0.030
C5 1.301 3.027 -3.080
C6 1.327 3.182 -4.468
C7 1.715 2.124 -5.289
C8 2.045 0.895 -4.716
C9 2.022 0.735 -3.333
H1 0.997 3.860 -2.449
H2 1.057 4.143 -4.902
H3 1.768 2.261 -6.371
H4 2.334 0.057 -5.347
H5 2.327 -0.216 -2.888
C10 3.905 0.510 0.777
C11 5.238 0.153 0.979
C12 6.231 0.624 0.115
C13 5.871 1.432 -0.970
C14 4.529 1.741 -1.210
H6 3.134 0.195 1.483
H7 5.506 -0.492 1.814
H8 7.281 0.362 0.287
H9 6.645 1.813 -1.638
H10 4.271 2.334 -2.081
C15 2.407 4.109 0.371
C16 2.086 5.367 0.883
C17 0.752 5.752 1.032
C18 -0.270 4.870 0.654
C19 0.044 3.630 0.103
H11 3.448 3.811 0.282
H12 2.880 6.057 1.166
H13 0.499 6.736 1.437
H14 -1.316 5.158 0.777
H15 -0.759 2.955 -0.206
H16 2.591 -0.993 3.916
H17 2.190 -0.349 3.836
C20 -4.262 -0.043 -0.361
P2 -2.586 -0.254 0.330
C21 -2.895 0.281 2.071
C22 -2.665 -2.052 0.737
H18 -4.456 1.030 -0.528
H19 -5.036 -0.446 0.319
H20 -4.333 -0.553 -1.335
H21 -3.888 -0.108 2.354
H22 -2.112 -0.121 2.732
H23 -2.894 1.377 2.138
H24 -3.570 -2.225 1.333
H25 -2.689 -2.658 -0.176
H26 -1.775 -2.303 1.332

In elementary charge units, the Mulliken charges are: 0.79, -0.29, 0.04, -0.11, 1.03, 0.27, 0.58, 0.44, -0.19, -0.56, -0.50, -0.66, -0.41, 0.46, 0.49, 0.47, 0.50, 0.51, -0.25, -0.74, -0.50, -0.79, 0.03, -0.13, 0.45, 0.44, 0.44, 0.52, -0.22, -0.75, -0.58, -0.72, -0.11, 0.44, 0.45, 0.43, 0.44, 0.43, 0.26, -0.25, -1.11, 0.72, -1.26, -1.19, 0.38, 0.43, 0.38, 0.44, 0.46, 0.39, 0.42, 0.39, 0.39